[1]
The following is a quantum chemistry calculation of C16H16BiN7O2S as an isolated structure, from the OMol25 dataset.

Output
electronic energy	-1765.86993	Eh
largest force on an atom	0.7	eV Å⁻¹
LUMO level	-0.0238	Eh
HOMO energy	-0.289	Ha

Last column: Löwdin charge in e.
Geometry (Å):
Bi1 -1.11 0.14 0.39  1.62
C1 1.55 -3.67 0.88  -0.02
C2 0.43 -2.70 0.73  -0.27
N1 0.54 -1.45 1.07  -0.12
N2 1.72 -1.02 1.53  -0.02
C3 1.63 0.14 2.21  -0.92
N3 2.83 0.72 2.42  0.09
S1 0.23 0.83 2.92  0.48
C4 -0.89 -3.18 0.27  -0.23
C5 -1.08 -4.49 -0.17  0.00
C6 -2.35 -4.89 -0.55  -0.04
C7 -3.40 -3.99 -0.49  -0.05
C8 -3.13 -2.71 -0.05  -0.13
N4 -1.91 -2.32 0.33  -0.03
H1 2.47 -3.14 1.10  0.07
H2 1.36 -4.38 1.69  0.10
H3 1.69 -4.24 -0.04  0.08
H4 3.56 0.47 1.78  0.11
H5 2.82 1.67 2.76  0.09
H6 -0.25 -5.17 -0.21  0.11
H7 -2.51 -5.90 -0.90  0.11
H8 -4.41 -4.27 -0.78  0.11
H9 -3.91 -1.97 0.01  0.11
N5 -1.40 2.57 -0.87  -0.05
N6 -0.25 3.20 -0.34  -0.02
C9 0.91 2.43 -0.17  -0.73
O1 1.97 3.01 -0.04  0.05
O2 0.74 1.14 -0.19  -0.29
H10 -1.41 2.59 -1.88  0.10
H11 -2.22 3.05 -0.52  0.09
H12 -0.07 4.15 -0.64  0.14
N7 -0.99 -1.92 -7.00  0.15
C10 -0.99 -1.60 -5.89  -0.18
C11 -0.97 -1.21 -4.50  -0.24
C12 0.21 -1.32 -3.76  -0.03
C13 0.22 -0.95 -2.42  -0.10
C14 -0.94 -0.48 -1.80  -0.35
C15 -2.10 -0.36 -2.56  -0.16
C16 -2.13 -0.72 -3.90  -0.04
H13 1.10 -1.68 -4.24  0.12
H14 1.15 -1.01 -1.87  0.10
H15 -3.03 0.00 -2.11  0.09
H16 -3.03 -0.63 -4.49  0.12



[2]
The following is a quantum chemistry calculation of C16H16BrN5O2RuS as an isolated structure, from the OMol25 dataset.

Output
relative energy (zero: lowest compared OMol25 entry of this formula, charge and spin)	0.0	kcal/mol
electronic energy	-4110.08938	Eh
largest force on an atom	0.8	eV Å⁻¹
total charge	+2
expectation value of S²	6.054
LUMO level (alpha / beta)	-0.2764 / -0.3525	Eh
HOMO energy (alpha / beta)	-0.543 / -0.577	Ha
2S+1	5

Last column: Löwdin charge in e.
Geometry (Å):
Ru1 -0.15 -0.08 -0.40  1.19
C1 -1.73 5.11 2.05  -0.05
C2 -0.31 4.58 1.93  -0.20
N1 -0.24 3.18 2.38  0.07
C3 -0.31 2.11 1.62  -0.68
S1 -0.50 2.19 -0.08  0.73
N2 -0.25 0.95 2.39  0.12
N3 -0.26 -0.14 1.64  -0.12
C4 -0.17 -1.33 2.23  -0.16
C5 -0.07 -1.51 3.69  0.02
C6 -0.15 -2.46 1.30  -0.19
C7 0.01 -3.76 1.73  0.05
C8 0.05 -4.79 0.78  0.02
C9 -0.08 -4.47 -0.55  0.02
C10 -0.25 -3.14 -0.92  -0.06
N4 -0.28 -2.16 -0.03  -0.03
H1 -1.75 6.14 1.70  0.10
H2 -2.08 5.10 3.09  0.09
H3 -2.42 4.52 1.44  0.08
H4 0.38 5.14 2.57  0.14
H5 0.05 4.62 0.91  0.10
H6 -0.19 3.00 3.38  0.18
H7 -0.18 -0.57 4.22  0.09
H8 0.91 -1.95 3.94  0.13
H9 -0.83 -2.21 4.03  0.12
H10 0.10 -3.98 2.78  0.13
H11 0.19 -5.81 1.09  0.14
H12 -0.05 -5.24 -1.32  0.13
H13 -0.37 -2.85 -1.96  0.12
Br1 -2.48 -0.11 -2.56  0.84
C11 -0.78 -0.04 -3.36  -0.73
C12 -0.56 -0.01 -4.71  -0.04
C13 0.77 0.03 -5.14  0.02
C14 1.80 0.02 -4.21  0.05
C15 1.48 0.00 -2.87  -0.16
N5 0.21 -0.03 -2.47  -0.11
C16 2.47 -0.03 -1.74  -0.54
O1 3.65 -0.09 -1.94  0.17
O2 1.89 0.00 -0.55  -0.17
H14 -1.38 -0.01 -5.41  0.13
H15 0.99 0.05 -6.20  0.14
H16 2.85 0.05 -4.49  0.14



[3]
The following is a quantum chemistry calculation of a 11-piece molecular cluster, C16H16Cl40NPS2 overall, from the OMol25 dataset.

Output
electronic energy	-20219.14552	Eh
largest force on an atom	3.0	eV Å⁻¹
LUMO level	-0.0061	Eh
HOMO energy	-0.284	Ha
SMILES	ClC(Cl)(Cl)Cl.ClC(Cl)(Cl)Cl.ClC(Cl)(Cl)Cl.ClC(Cl)(Cl)Cl.ClC(Cl)(Cl)Cl.ClC(Cl)(Cl)Cl.ClC(Cl)(Cl)Cl.ClC(Cl)(Cl)Cl.ClC(Cl)(Cl)Cl.ClC(Cl)(Cl)Cl.CCCNP(S)CCCS

Last column: Löwdin charge in e.
Geometry (Å):
C1 1.95 0.58 -3.41  -0.15
C2 0.80 1.41 -2.57  -0.27
C3 -0.10 2.37 -3.58  -0.32
N1 -0.99 3.31 -2.81  -0.33
P1 -2.35 2.41 -2.01  0.57
S1 -2.72 3.38 -0.13  0.28
C4 -3.80 2.57 -3.23  -0.40
C5 -4.84 1.30 -3.27  -0.30
C6 -4.15 -0.17 -3.07  -0.60
S2 -4.70 -1.40 -4.43  0.57
H1 1.56 -0.53 -3.50  0.07
H2 2.19 1.04 -4.47  0.08
H3 2.90 0.53 -2.73  0.06
H4 1.23 2.05 -1.68  0.11
H5 0.03 0.65 -2.08  0.06
H6 0.70 3.02 -4.19  0.12
H7 -0.68 1.72 -4.38  0.12
H8 -0.46 3.88 -2.10  0.06
H9 -2.34 2.52 0.94  -0.14
H10 -4.44 3.52 -2.89  0.09
H11 -3.34 2.75 -4.30  0.10
H12 -5.76 1.51 -2.53  0.12
H13 -5.33 1.30 -4.35  0.10
H14 -2.97 -0.18 -3.12  0.04
H15 -4.58 -0.63 -2.06  0.00
H16 -3.62 -2.33 -4.46  -0.12
C7 2.74 -1.89 0.07  -1.98
Cl1 3.86 -2.28 -1.27  0.51
Cl2 3.16 -0.29 0.74  0.52
Cl3 1.07 -1.86 -0.54  0.49
Cl4 2.89 -3.13 1.34  0.48
C8 5.44 -6.75 1.32  -1.97
Cl5 4.55 -6.76 2.87  0.49
Cl6 4.91 -5.36 0.34  0.49
Cl7 7.19 -6.60 1.65  0.49
Cl8 5.13 -8.26 0.44  0.51
C9 9.04 -9.31 -0.55  -1.98
Cl9 10.68 -9.12 -1.23  0.49
Cl10 8.00 -8.00 -1.17  0.49
Cl11 8.38 -10.89 -1.03  0.52
Cl12 9.12 -9.21 1.23  0.49
C10 3.04 -3.14 5.70  -2.00
Cl13 1.31 -3.03 6.08  0.51
Cl14 3.52 -1.74 4.69  0.50
Cl15 3.99 -3.13 7.21  0.52
Cl16 3.36 -4.65 4.81  0.47
C11 14.14 -11.06 0.58  -2.01
Cl17 14.59 -12.78 0.76  0.51
Cl18 14.57 -10.50 -1.05  0.51
Cl19 12.39 -10.88 0.83  0.48
Cl20 15.02 -10.09 1.80  0.51
C12 -3.26 -2.17 0.67  -1.98
Cl21 -2.50 -1.57 2.17  0.51
Cl22 -2.12 -1.98 -0.69  0.49
Cl23 -3.67 -3.89 0.86  0.53
Cl24 -4.74 -1.23 0.34  0.55
C13 -4.76 6.17 1.91  -1.97
Cl25 -3.65 7.40 1.26  0.51
Cl26 -3.83 4.72 2.37  0.44
Cl27 -5.59 6.82 3.34  0.51
Cl28 -5.96 5.73 0.67  0.48
C14 -6.16 10.82 1.27  -2.00
Cl29 -4.52 11.00 0.59  0.51
Cl30 -7.21 12.12 0.65  0.52
Cl31 -6.83 9.24 0.79  0.47
Cl32 -6.08 10.92 3.05  0.51
C15 -9.51 5.69 -1.67  -2.00
Cl33 -8.89 7.24 -1.05  0.49
Cl34 -10.98 5.23 -0.77  0.52
Cl35 -9.90 5.87 -3.40  0.52
Cl36 -8.27 4.43 -1.47  0.49
C16 -1.58 4.31 5.99  -2.01
Cl37 -2.98 5.36 5.68  0.49
Cl38 -1.71 3.60 7.62  0.51
Cl39 -1.53 3.01 4.78  0.49
Cl40 -0.08 5.27 5.89  0.51



[4]
The following is a quantum chemistry calculation of C16H16F6N5O4S4Tb as an isolated structure, from the OMol25 dataset.

Output
electronic energy	-4210.50629	Eh
largest force on an atom	5.4	eV Å⁻¹
expectation value of S²	12.668
LUMO level (alpha / beta)	-0.0031 / -0.0020	Eh
HOMO energy (alpha / beta)	-0.288 / -0.287	Ha
2S+1	7

Last column: Löwdin charge in e.
Geometry (Å):
Tb1 -0.08 0.47 1.30  1.19
S1 1.82 -0.98 0.22  0.52
C1 0.82 -2.43 0.40  -0.71
C2 1.49 -3.63 0.67  -0.06
C3 0.82 -4.83 0.78  -0.19
C4 1.55 -6.03 1.04  -0.18
N1 2.15 -6.99 1.26  0.17
C5 -0.58 -4.87 0.61  -0.19
C6 -1.25 -3.68 0.34  -0.06
C7 -0.58 -2.47 0.22  -0.69
S2 -1.54 -1.06 -0.24  0.54
C8 -1.31 -6.09 0.72  -0.18
N2 -1.91 -7.06 0.82  0.17
H1 2.57 -3.60 0.79  0.11
H2 -2.32 -3.70 0.19  0.11
F1 -2.81 -0.25 2.46  0.06
C9 -2.61 -0.50 3.77  -0.67
F2 -3.50 0.17 4.49  0.19
F3 -2.72 -1.78 4.00  0.20
S3 -0.88 0.11 4.02  0.63
O1 -0.15 -0.75 3.10  -0.39
O2 -0.47 0.16 5.38  -0.19
N3 -1.12 1.54 3.35  -0.35
S4 0.17 2.46 3.25  0.58
O3 1.27 1.65 2.77  -0.37
O4 -0.15 3.63 2.51  -0.25
C10 0.59 3.03 4.98  -0.67
F4 1.09 4.26 4.89  0.17
F5 1.49 2.23 5.52  0.18
F6 -0.51 3.06 5.71  0.17
C11 -2.85 5.35 0.98  -0.06
C12 -2.46 5.17 -0.49  -0.19
N4 -1.26 4.35 -0.68  -0.06
C13 -0.05 5.07 -1.10  -0.19
C14 0.69 5.78 0.02  -0.06
C15 -1.21 3.06 -0.34  -0.42
C16 -2.50 2.30 -0.14  -0.02
N5 -0.13 2.34 -0.21  0.00
H3 -3.62 6.12 1.07  0.08
H4 -1.99 5.66 1.57  0.07
H5 -3.23 4.43 1.41  0.07
H6 -2.25 6.14 -0.93  0.12
H7 -3.30 4.74 -1.05  0.11
H8 -0.37 5.79 -1.85  0.12
H9 0.61 4.37 -1.62  0.12
H10 0.06 6.54 0.48  0.08
H11 1.58 6.27 -0.38  0.08
H12 1.00 5.07 0.80  0.06
H13 -3.37 2.81 -0.53  0.08
H14 -2.67 2.10 0.92  0.08
H15 -2.40 1.35 -0.66  0.03
H16 0.72 2.87 -0.38  0.06



[5]
The following is a quantum chemistry calculation of one molecule with the formula C16H16FNO3S2, from the OMol25 dataset.

Output
electronic energy	-1796.01753	Eh
largest force on an atom	0.8	eV Å⁻¹
LUMO level	0.0166	Eh
HOMO energy	-0.340	Ha
SMILES	O=C(c1cccs1)N(Cc1cccc(F)c1)[C@@H]1CCS(=O)(=O)C1

Last column: Löwdin charge in e.
Geometry (Å):
O1 2.56 1.82 0.16  0.03
C1 1.53 1.33 0.60  -0.48
N1 0.62 0.75 -0.23  -0.03
C2 -0.71 0.34 0.16  -0.11
C3 -0.84 -1.13 0.48  -0.22
C4 -2.10 -1.70 0.56  -0.03
C5 -2.26 -3.04 0.86  -0.06
C6 -1.15 -3.85 1.08  -0.01
C7 0.10 -3.27 1.00  -0.26
C8 0.28 -1.93 0.70  0.02
H1 1.28 -1.53 0.65  0.13
F1 1.19 -4.04 1.21  0.06
H2 -1.25 -4.89 1.31  0.12
H3 -3.25 -3.47 0.91  0.11
H4 -2.97 -1.08 0.37  0.12
H5 -1.40 0.57 -0.66  0.11
H6 -1.02 0.92 1.03  0.14
C9 0.93 0.80 -1.65  -0.28
C10 0.40 -0.40 -2.42  -0.13
H7 1.13 -0.80 -3.12  0.11
H8 0.02 -1.20 -1.80  0.10
S1 -0.93 0.28 -3.46  0.68
O2 -2.12 0.46 -2.67  -0.31
O3 -1.06 -0.45 -4.69  -0.31
C11 -0.10 1.88 -3.67  -0.20
C12 0.37 2.12 -2.26  -0.16
H9 -0.48 2.44 -1.66  0.12
H10 1.14 2.89 -2.20  0.13
H11 -0.80 2.63 -4.03  0.11
H12 0.70 1.73 -4.39  0.11
H13 2.03 0.83 -1.70  0.15
C13 1.27 1.40 2.05  -0.42
C14 0.62 0.59 2.95  -0.12
C15 0.73 1.06 4.27  -0.17
C16 1.45 2.21 4.36  -0.40
S2 2.04 2.73 2.84  1.10
H14 1.67 2.78 5.24  0.06
H15 0.28 0.56 5.11  0.10
H16 0.12 -0.32 2.70  0.10



[6]
The following is a quantum chemistry calculation of one molecule with the formula C16H16N2O3, from the OMol25 dataset.

Output
relative energy (zero: lowest compared OMol25 entry of this formula, charge and spin)	38.5	kcal/mol
electronic energy	-954.53201	Eh
largest force on an atom	1.3	eV Å⁻¹
LUMO level	0.0031	Eh
HOMO energy	-0.299	Ha
SMILES	COCCCn1c(-c2ccco2)nc2ccccc2c1=O

Last column: Löwdin charge in e.
Geometry (Å):
C1 0.02 -4.49 -0.32  -0.11
O1 1.15 -3.66 -0.17  -0.19
C2 1.12 -2.50 -0.98  -0.24
C3 1.96 -1.43 -0.30  -0.12
H1 2.92 -1.87 -0.03  0.12
H2 2.14 -0.61 -1.00  0.11
C4 1.28 -0.92 0.97  -0.12
N1 0.19 0.00 0.67  0.08
C5 0.40 1.30 0.27  -0.19
N2 -0.54 2.11 -0.07  0.17
C6 -1.84 1.70 -0.03  -0.21
C7 -2.86 2.58 -0.41  -0.01
C8 -4.17 2.17 -0.36  -0.07
C9 -4.50 0.89 0.07  -0.08
C10 -3.51 0.01 0.45  -0.01
C11 -2.17 0.40 0.40  -0.07
C12 -1.11 -0.52 0.78  -0.36
O2 -1.30 -1.66 1.16  0.07
H3 -3.74 -0.99 0.79  0.12
H4 -5.54 0.58 0.11  0.10
H5 -4.96 2.85 -0.65  0.10
H6 -2.58 3.57 -0.74  0.11
C13 1.73 1.89 0.20  -0.19
C14 2.01 3.16 -0.26  0.01
C15 3.40 3.32 -0.14  -0.04
C16 3.87 2.16 0.38  -0.10
O3 2.88 1.29 0.59  0.02
H7 4.86 1.83 0.64  0.13
H8 3.98 4.19 -0.40  0.10
H9 1.29 3.86 -0.63  0.11
H10 1.99 -0.43 1.64  0.12
H11 0.83 -1.77 1.49  0.13
H12 0.08 -2.15 -1.10  0.12
H13 1.52 -2.73 -1.98  0.13
H14 -0.89 -3.96 -0.03  0.08
H15 -0.08 -4.84 -1.35  0.09
H16 0.18 -5.34 0.34  0.09